Below is a cluster of 9 separate species, C49H123N9O13 in total at a distorted geometry, with properties calculated with ωB97M-V/def2-TZVPD.

Atoms and positions in Å:
C 0.765 -0.093 0.287
C -0.544 -0.775 0.276
C -1.679 0.018 -0.391
O -1.995 1.160 0.430
C -3.132 1.892 0.023
N -0.356 -2.029 -0.430
H 0.792 0.829 0.877
H 1.112 0.110 -0.730
H 1.516 -0.746 0.731
H -0.917 -0.964 1.293
H -2.557 -0.641 -0.528
H -1.369 0.371 -1.405
H -3.125 2.246 -1.015
H -3.247 2.752 0.684
H -4.055 1.282 0.167
H -0.422 -1.800 -1.492
H -1.230 -2.584 -0.282
C -5.303 2.018 -5.852
C -4.766 3.418 -5.720
C -3.310 3.503 -5.582
O -2.940 2.761 -4.492
C -1.597 2.979 -4.171
N -5.224 4.255 -6.804
H -4.789 1.323 -5.182
H -5.013 1.646 -6.852
H -6.378 1.969 -5.743
H -5.159 3.807 -4.755
H -3.012 4.561 -5.470
H -2.835 3.128 -6.512
H -1.430 4.058 -4.068
H -0.942 2.530 -4.917
H -1.396 2.475 -3.227
H -4.796 5.179 -6.710
H -6.225 4.401 -6.715
C 2.930 -3.426 0.926
C 3.250 -3.244 -0.512
C 4.464 -3.998 -0.977
O 5.594 -3.324 -0.540
C 6.734 -4.003 -0.882
N 2.077 -3.571 -1.351
H 2.728 -4.492 1.095
H 2.023 -2.890 1.195
H 3.754 -3.118 1.572
H 3.520 -2.176 -0.730
H 4.489 -3.960 -2.075
H 4.418 -5.056 -0.664
H 6.789 -4.963 -0.355
H 7.581 -3.409 -0.518
H 6.856 -4.092 -1.969
H 1.266 -3.002 -0.986
H 2.249 -3.203 -2.293
C -4.548 -5.364 1.347
C -3.827 -4.350 0.435
C -4.542 -3.032 0.486
O -5.952 -3.082 0.166
C -6.207 -3.357 -1.188
N -2.448 -4.080 0.816
H -4.146 -6.362 1.199
H -5.631 -5.340 1.170
H -4.437 -5.054 2.392
H -3.809 -4.705 -0.600
H -4.048 -2.232 -0.094
H -4.487 -2.725 1.549
H -5.767 -4.289 -1.564
H -5.864 -2.521 -1.822
H -7.291 -3.436 -1.282
H -2.318 -3.783 1.772
H -1.826 -4.843 0.592
C -5.341 -3.633 9.847
O -5.106 -2.594 8.935
C -5.300 -1.327 9.531
C -5.400 -0.321 8.480
N -4.128 -0.160 7.833
C -4.196 0.437 6.540
C -2.923 0.135 5.751
O -2.939 0.700 4.454
C -3.647 -0.057 3.525
H -5.163 -4.592 9.351
H -6.392 -3.673 10.177
H -4.670 -3.574 10.717
H -4.430 -1.117 10.177
H -6.196 -1.319 10.167
H -5.741 0.640 8.873
H -6.153 -0.645 7.733
H -3.630 -1.041 7.848
H -4.392 1.510 6.649
H -5.083 0.049 5.995
H -2.881 -0.971 5.666
H -2.068 0.437 6.350
H -4.668 -0.320 3.835
H -3.098 -0.972 3.253
H -3.752 0.561 2.631
C 2.054 3.973 -2.877
O 2.355 3.322 -4.037
C 2.557 4.205 -5.016
C 2.405 3.538 -6.317
N 1.081 2.873 -6.440
C 1.032 2.094 -7.661
C -0.309 1.426 -7.928
O -0.714 0.504 -6.970
C -1.945 -0.029 -7.321
H 1.833 3.229 -2.132
H 1.176 4.627 -2.997
H 2.890 4.593 -2.514
H 3.570 4.618 -4.912
H 1.855 5.059 -5.000
H 3.168 2.715 -6.330
H 2.588 4.179 -7.171
H 0.991 2.232 -5.655
H 1.765 1.256 -7.562
H 1.249 2.694 -8.543
H -0.280 1.001 -8.951
H -1.076 2.228 -8.053
H -2.750 0.505 -6.802
H -1.971 -1.106 -7.154
H -2.159 0.089 -8.399
C 5.334 6.163 1.859
O 4.673 6.195 0.646
C 5.202 5.288 -0.267
C 4.892 3.844 0.050
N 3.650 3.440 -0.609
C 3.057 2.196 -0.092
C 3.955 0.995 -0.098
O 4.844 0.982 1.035
C 5.394 -0.320 1.292
H 4.710 6.631 2.614
H 6.244 6.783 1.788
H 5.584 5.140 2.137
H 6.292 5.446 -0.353
H 4.766 5.537 -1.234
H 4.849 3.701 1.141
H 5.718 3.227 -0.303
H 2.948 4.159 -0.426
H 2.243 1.969 -0.798
H 2.598 2.267 0.911
H 4.524 0.899 -1.045
H 3.277 0.113 -0.109
H 4.624 -0.948 1.796
H 6.181 -0.186 2.039
H 5.747 -0.886 0.422
C -2.860 -4.918 -4.085
O -1.999 -3.859 -3.969
C -2.606 -2.694 -3.424
C -1.823 -1.495 -3.867
N -0.407 -1.701 -3.557
C 0.398 -0.733 -4.295
C 1.824 -0.809 -4.018
O 2.328 -2.014 -4.441
C 3.686 -1.960 -4.482
H -2.285 -5.796 -4.374
H -3.675 -4.766 -4.818
H -3.373 -5.180 -3.135
H -2.569 -2.739 -2.324
H -3.639 -2.590 -3.790
H -2.218 -0.647 -3.298
H -1.951 -1.325 -4.946
H -0.167 -2.626 -3.928
H 0.046 0.274 -4.058
H 0.275 -0.876 -5.373
H 2.037 -0.684 -2.941
H 2.333 0.044 -4.501
H 4.066 -1.250 -5.245
H 4.050 -2.935 -4.803
H 4.132 -1.677 -3.518
C 0.753 -1.403 5.756
C 1.490 -0.333 5.032
C 0.546 0.822 4.874
C 1.207 2.080 4.409
C 2.372 2.429 5.357
C 3.338 1.297 5.586
N 2.612 0.096 5.876
O 3.534 -0.996 6.106
C 4.275 1.192 4.417
C 4.163 1.665 6.818
C 1.931 -0.850 3.684
H 0.271 -1.061 6.669
H 1.432 -2.239 5.959
H -0.004 -1.868 5.109
H -0.207 0.507 4.129
H -0.076 1.045 5.745
H 0.540 2.942 4.337
H 1.623 1.964 3.391
H 1.962 2.784 6.316
H 2.913 3.301 4.961
H 3.808 1.179 3.428
H 4.953 2.051 4.407
H 4.884 0.283 4.444
H 3.543 1.703 7.717
H 4.916 0.881 6.993
H 4.730 2.587 6.702
H 1.049 -1.041 3.059
H 2.473 -1.797 3.765
H 2.579 -0.186 3.111
H 3.389 -1.250 7.026

Values from the calculation:
Electronic energy = -3411.3338 a.u.
SMILES = CC1(C)CCCC(C)(C)N1O.COC[C@H](C)N.COC[C@H](C)N.COC[C@H](C)N.COC[C@H](C)N.COCCNCCOC.COCCNCCOC.COCCNCCOC.COCCNCCOC
ΔE to the lowest compared entry with this formula, charge and spin = 149.9 kJ/mol
Gap between HOMO and LUMO = 8.777 eV
Lowest unoccupied orbital energy = 0.568 eV
Total charge = 0


Below is a structure of composition C41H62As3BrN5O2SeY at a distorted geometry, with properties calculated with ωB97M-V/def2-TZVPD.

Atoms and positions in Å:
Y 0.025 -0.359 -0.959
C -3.086 0.995 -3.614
As -2.275 -0.449 -2.601
C -1.788 -1.545 -4.146
C -3.833 -1.493 -2.036
C -4.591 -1.091 -0.752
C -5.922 -1.860 -0.814
C -3.860 -1.575 0.515
As -2.009 -1.029 0.919
C -2.257 0.416 2.189
C -1.650 -2.438 2.203
C -4.844 0.437 -0.734
As -6.436 1.124 0.236
C -6.224 2.948 -0.440
C -5.690 1.485 2.009
H -3.960 0.606 -4.127
H -2.359 1.336 -4.349
H -3.372 1.825 -2.975
H -2.655 -1.639 -4.794
H -1.460 -2.537 -3.845
H -0.981 -1.061 -4.694
H -3.498 -2.531 -1.963
H -4.518 -1.456 -2.882
H -5.738 -2.922 -1.003
H -6.561 -1.476 -1.614
H -6.480 -1.776 0.120
H -3.817 -2.666 0.502
H -4.444 -1.303 1.396
H -3.019 0.120 2.902
H -2.555 1.332 1.691
H -1.314 0.584 2.705
H -2.484 -2.481 2.895
H -0.732 -2.217 2.745
H -1.543 -3.398 1.703
H -5.062 0.764 -1.752
H -3.949 0.980 -0.412
H -6.473 2.980 -1.500
H -5.204 3.310 -0.290
H -6.913 3.606 0.090
H -5.532 0.562 2.567
H -6.428 2.077 2.551
H -4.762 2.052 1.950
C 1.275 4.265 5.158
C 2.518 3.480 4.709
C 3.171 2.857 5.944
C 3.521 4.443 4.051
C 2.116 2.416 3.685
C 1.368 2.781 2.566
C 1.042 1.795 1.671
Br -0.009 2.265 0.111
C 1.380 0.443 1.770
O 0.917 -0.391 0.829
C 2.156 0.073 2.867
C 2.484 1.079 3.789
C 2.658 -1.358 3.146
C 4.184 -1.325 3.364
C 2.395 -2.348 2.002
C 1.972 -1.889 4.417
H 1.542 4.959 5.959
H 0.500 3.593 5.537
H 0.847 4.859 4.345
H 3.397 3.643 6.667
H 4.115 2.358 5.702
H 2.509 2.136 6.433
H 3.839 5.206 4.767
H 3.077 4.955 3.191
H 4.410 3.907 3.707
H 1.051 3.806 2.398
H 3.064 0.786 4.652
H 4.691 -0.887 2.498
H 4.557 -2.343 3.498
H 4.474 -0.756 4.248
H 2.858 -2.013 1.068
H 1.332 -2.508 1.817
H 2.840 -3.307 2.276
H 2.296 -1.340 5.305
H 2.215 -2.945 4.569
H 0.884 -1.794 4.352
Se 5.590 -5.775 -2.936
N 3.830 -5.878 -2.785
C 3.429 -4.679 -2.469
C 2.027 -4.348 -2.208
C 1.020 -5.312 -2.219
C -0.264 -4.953 -1.875
C -0.508 -3.632 -1.536
N 0.434 -2.688 -1.552
C 1.700 -3.037 -1.881
C 2.733 -1.982 -1.847
N 2.319 -0.724 -1.618
C 3.226 0.240 -1.499
C 4.591 0.006 -1.597
C 5.019 -1.273 -1.870
C 4.077 -2.293 -2.009
C 4.447 -3.670 -2.338
N 5.676 -4.050 -2.549
H 1.276 -6.333 -2.480
H -1.069 -5.676 -1.854
H -1.500 -3.320 -1.236
H 2.850 1.241 -1.314
H 5.290 0.823 -1.472
H 6.071 -1.511 -1.978
C -0.509 3.629 -3.498
N 0.430 2.835 -4.293
C 0.942 3.468 -5.521
C 0.756 1.594 -3.944
C 1.693 0.815 -4.825
O 0.296 1.059 -2.912
H -1.323 3.977 -4.133
H 0.002 4.495 -3.076
H -0.915 3.024 -2.700
H 0.736 4.532 -5.463
H 0.450 3.069 -6.410
H 2.016 3.341 -5.621
H 1.247 0.648 -5.808
H 1.893 -0.143 -4.354
H 2.634 1.341 -4.981

Values from the calculation:
Electronic energy = -13744.5875 a.u.
ΔE to the lowest compared entry with this formula, charge and spin = 75.6 kJ/mol
Gap between HOMO and LUMO = 6.904 eV
Lowest unoccupied orbital energy = -5.573 eV
Total charge = +2


Below is a structure of composition C8H14N2O3S at a distorted geometry, with properties calculated with ωB97M-V/def2-TZVPD.

Atoms and positions in Å:
C -0.596 0.600 -0.496
C -0.826 1.873 -0.215
C 1.986 0.574 -0.753
C -0.725 -2.417 -0.565
C 0.235 -1.456 -1.534
C -2.201 -1.997 -0.482
C -1.259 2.448 1.035
C 3.507 0.907 0.973
N 0.274 -0.130 -1.053
N 2.312 0.304 0.443
O 1.672 -0.508 1.133
O -3.303 0.339 0.237
O -1.481 -0.399 1.745
S -2.143 -0.422 0.481
H -1.021 2.473 -1.074
H 2.423 1.147 -1.571
H -0.640 -3.479 -0.960
H -0.392 -2.371 0.512
H 1.183 -1.913 -1.639
H -0.221 -1.523 -2.593
H -2.827 -1.945 -1.330
H -2.893 -2.528 0.175
H -2.356 2.245 1.106
H -1.085 3.505 1.197
H -0.851 1.822 1.837
H 4.292 0.864 0.181
H 3.754 0.122 1.776
H 3.182 1.865 1.434

Values from the calculation:
Electronic energy = -1045.6777 a.u.
Gap between HOMO and LUMO = 6.427 eV
Lowest unoccupied orbital energy = -10.952 eV
Total charge = +2


Below is a structure of composition C3H7NS at a distorted geometry, with properties calculated with ωB97M-V/def2-TZVPD.

Atoms and positions in Å:
C -0.803 0.170 0.271
C 0.317 1.138 -0.036
C -0.001 -1.075 -0.043
H -2.773 0.810 -0.325
H -2.751 -0.557 0.487
H -0.858 0.167 1.365
H 0.146 1.706 -0.980
H 0.455 1.860 0.791
H -0.315 -1.571 -0.940
H -0.025 -1.762 0.807
N -2.234 -0.039 -0.232
S 1.542 -0.111 -0.046

Values from the calculation:
Electronic energy = -571.3953 a.u.
ΔE to the lowest compared entry with this formula, charge and spin = 114.6 kJ/mol
Gap between HOMO and LUMO = 9.511 eV
Lowest unoccupied orbital energy = 0.929 eV
Total charge = 0